This record from OMol25 describes 5 unconnected molecules or ions with the total composition C10H30O5 at a distorted geometry. The level of theory is ωB97M-V with the def2-TZVPD basis set.

Summary:
HOMO-LUMO gap: 10.3 eV
energy relative to the best compared isomer or geometry (same formula, charge and spin): 0.944 eV
E_tot: -21092.2483 eV

```
! RIJCOSX wB97M-V def2-TZVPD def2/J DEFGRID3
* xyz 0 1
C -4.3042 -0.7219 0.2906
C -5.2941 -0.9375 1.4360
O -6.1133 0.2192 1.6425
H -3.4557 -0.1270 0.6181
H -4.8202 -0.2956 -0.5688
H -3.9710 -1.7139 -0.0316
H -4.7353 -1.1704 2.3469
H -5.9662 -1.7631 1.2192
H -5.5085 0.9462 1.8249
C -0.8381 -0.4104 -0.7066
C -0.4103 -1.0297 0.6082
O 0.1097 -2.3331 0.3924
H 0.0416 -0.2646 -1.3313
H -1.2594 0.5845 -0.5197
H -1.6574 -0.9613 -1.1638
H -1.2865 -1.1521 1.2650
H 0.2517 -0.3391 1.1418
H 0.7705 -2.4958 1.0841
C -1.1199 0.0958 -4.2246
C -0.4915 1.4745 -4.3924
O 0.7480 1.2832 -5.1274
H -2.0057 0.1989 -3.6008
H -0.4320 -0.6004 -3.7356
H -1.2116 -0.4113 -5.1867
H -0.2599 1.8679 -3.3962
H -1.1022 2.1876 -4.9484
H 1.0105 2.1606 -5.4303
C 2.2040 2.1929 1.0156
C 2.8137 3.4989 0.5298
O 2.8980 4.3855 1.6319
H 2.7680 1.7969 1.8629
H 2.1532 1.4664 0.2078
H 1.2235 2.4168 1.4446
H 2.2184 3.8596 -0.3149
H 3.8203 3.3035 0.1440
H 3.6323 4.9880 1.4945
C 3.9469 -3.0223 1.9503
C 3.2179 -2.0285 2.8158
O 1.8124 -2.3192 2.7596
H 3.7932 -4.0509 2.2952
H 5.0115 -2.8498 1.8450
H 3.4140 -3.0628 0.9925
H 3.4242 -1.0029 2.4937
H 3.5330 -2.0784 3.8640
H 1.4267 -1.7849 3.4622
*
```


This record from OMol25 describes a molecular structure, C38H50AsBrErIN4O7S at a distorted geometry. The level of theory is ωB97M-V with the def2-TZVPD basis set.

Summary:
HOMO-LUMO gap (alpha / beta): 7.9 / 7.9 eV
E_tot: -237939.4599 eV

```
! RIJCOSX wB97M-V def2-TZVPD def2/J DEFGRID3
* xyz 2 4
Er 0.9731 0.0820 -0.0273
O 0.1139 -1.4411 1.6099
C 0.7948 -2.5581 2.2096
C 0.2548 -3.8598 1.6493
C 0.1577 -3.7982 0.1221
C 1.5072 -3.6657 -0.5297
C 2.1859 -4.8155 -0.9192
C 3.4016 -4.7156 -1.5684
C 3.9059 -3.4501 -1.8185
C 3.1900 -2.3619 -1.3681
N 2.0189 -2.4349 -0.7218
H -0.8317 -1.4575 1.8623
H 0.6901 -2.5146 3.2935
H 1.8500 -2.4383 1.9725
H -0.7411 -4.0562 2.0635
H 0.9058 -4.6798 1.9613
H -0.4509 -2.9447 -0.1647
H -0.3272 -4.7010 -0.2515
H 1.7456 -5.7846 -0.7214
H 3.9352 -5.6037 -1.8848
H 4.8377 -3.3062 -2.3503
H 3.5780 -1.3720 -1.5355
O 1.4951 2.1741 -1.0740
C 1.1071 3.3461 -1.0295
C 0.1926 3.8936 -0.0890
C 0.0061 5.2863 -0.0820
C -0.7830 5.8531 0.8682
C -1.4138 5.0687 1.8437
C -1.2668 3.7075 1.8350
C -0.4631 3.0618 0.8624
O -0.3547 1.7778 0.8336
N -0.9559 7.3158 0.8885
O -0.3561 7.9602 0.0527
O -1.6862 7.7778 1.7405
H 1.5160 4.0502 -1.7693
H 0.4967 5.9133 -0.8170
H -2.0130 5.5667 2.5929
H -1.7371 3.1020 2.6003
N -5.1217 -0.4778 1.0262
C -4.3076 0.5315 1.8048
C -2.8541 0.0977 1.7364
N -2.6294 -1.2581 2.2566
C -3.4780 -2.2282 1.5619
C -4.9580 -1.8628 1.6001
H -4.7826 -0.4832 0.0617
H -6.1039 -0.2091 0.9955
H -4.6877 0.5372 2.8249
H -4.4599 1.5141 1.3612
H -2.2304 0.8053 2.2780
H -2.5155 0.1045 0.6978
H -2.7784 -1.2905 3.2598
H -3.3494 -3.2199 1.9900
H -3.1465 -2.2713 0.5178
H -5.3352 -1.8331 2.6203
H -5.5617 -2.5574 1.0194
Br 4.2535 1.3900 4.3247
C 3.0935 0.3242 5.3650
C 3.6280 -0.3214 6.4717
C 2.8157 -1.0986 7.2829
C 1.4669 -1.2354 6.9925
C 0.9331 -0.6001 5.8816
C 1.7419 0.1788 5.0647
I 0.8511 1.0979 3.4045
H 4.6789 -0.2041 6.6971
H 3.2405 -1.5905 8.1497
H 0.8256 -1.8274 7.6335
H -0.1228 -0.6956 5.6537
C 4.7486 3.1717 -0.8262
As 4.3831 1.3132 -1.1275
C 6.1477 0.5934 -1.3654
C 3.5815 1.0946 -2.8705
S 3.5465 0.3907 0.6049
H 5.3807 3.5264 -1.6385
H 5.2801 3.2444 0.1172
H 3.8372 3.7571 -0.7794
H 6.6011 1.0631 -2.2366
H 6.0984 -0.4829 -1.5116
H 6.7390 0.8058 -0.4792
H 4.3087 0.5938 -3.5033
H 3.3698 2.0853 -3.2632
H 2.6634 0.5228 -2.8245
C -4.3123 -0.1779 -6.4680
C -3.3953 -0.2282 -5.2749
C -2.5561 0.8406 -4.9737
C -1.6714 0.8039 -3.9064
C -0.8292 2.0224 -3.6065
C -1.6353 -0.3455 -3.1008
C -2.4766 -1.4321 -3.3734
C -2.4404 -2.7237 -2.5849
C -3.3394 -1.3518 -4.4616
C -0.6950 -0.3975 -1.9432
O 0.5699 -0.3071 -2.1171
O -1.1347 -0.5181 -0.7565
H -4.5874 0.8472 -6.7138
H -5.2228 -0.7520 -6.2963
H -3.8160 -0.6043 -7.3426
H -2.5895 1.7310 -5.5952
H -0.8037 2.6881 -4.4680
H 0.1939 1.7502 -3.3488
H -1.2511 2.5822 -2.7650
H -2.0352 -2.5877 -1.5865
H -1.8202 -3.4632 -3.0988
H -3.4422 -3.1494 -2.5039
H -3.9811 -2.2009 -4.6834
*
```


This record from OMol25 describes a molecular structure, C20H18BrIN2O4SbSe5Y. The level of theory is ωB97M-V with the def2-TZVPD basis set.

Summary:
HOMO-LUMO gap: 5.3 eV
energy relative to the best compared isomer or geometry (same formula, charge and spin): 2.678 eV
E_tot: -444666.4874 eV

```
! RIJCOSX wB97M-V def2-TZVPD def2/J DEFGRID3
* xyz -2 1
Y -0.3978 0.3571 1.2910
Se -0.5645 -3.4930 5.0654
Sb -0.0136 -1.5659 3.7611
Se -0.1697 -2.3115 0.5923
Se -2.5092 0.4450 2.8680
Se 1.4162 0.0620 4.8520
O -1.2805 3.9726 -3.6555
C -2.2902 4.1681 -2.8221
O -3.2062 4.9171 -3.0864
C -2.2337 3.4389 -1.5345
C -3.1894 3.5119 -0.5308
N -2.7770 2.7277 0.4707
N -1.6199 2.1467 0.1788
C -1.2667 2.5508 -1.0242
C 0.0001 1.9291 -1.5497
O 0.3920 2.2541 -2.6790
O 0.5276 1.0973 -0.7530
H -0.5945 3.3244 -3.2897
H -4.1071 4.0727 -0.4914
H -3.2052 2.4004 1.3476
C 4.2543 -5.8158 -3.6378
C 3.1030 -4.9505 -3.1974
C 3.3157 -3.7050 -2.6295
C 2.2626 -2.8944 -2.2085
C 2.5585 -1.5421 -1.6254
C 0.9525 -3.3642 -2.3459
Se -0.5254 -2.2765 -1.7744
C 0.7125 -4.6192 -2.9260
C -0.6816 -5.1640 -3.0858
C 1.7917 -5.3870 -3.3466
H 5.2059 -5.3031 -3.4941
H 4.1705 -6.0820 -4.6941
H 4.2873 -6.7475 -3.0682
H 4.3314 -3.3395 -2.5111
H 3.5775 -1.2363 -1.8661
H 2.4402 -1.5576 -0.5389
H 1.8571 -0.7924 -1.9931
H -1.1886 -5.2111 -2.1214
H -0.6509 -6.1628 -3.5250
H -1.2916 -4.5220 -3.7223
H 1.6009 -6.3596 -3.7918
Br -0.1494 6.6109 3.1012
C -0.8078 5.2084 4.1977
C -1.7034 5.5526 5.1995
C -2.2184 4.5658 6.0267
C -1.8395 3.2450 5.8528
C -0.9453 2.8996 4.8517
C -0.4286 3.8836 4.0209
I 0.9121 3.3076 2.5257
H -1.9936 6.5873 5.3196
H -2.9220 4.8379 6.8038
H -2.2434 2.4614 6.4795
H -0.6551 1.8669 4.7140
*
```


This record from OMol25 describes a gas-phase ion, C2H3OS (charge -1) at a distorted geometry. The level of theory is ωB97M-V with the def2-TZVPD basis set.

Summary:
HOMO-LUMO gap: 7.1 eV
energy relative to the best compared isomer or geometry (same formula, charge and spin): 0.558 eV
E_tot: -15005.8569 eV

```
! RIJCOSX wB97M-V def2-TZVPD def2/J DEFGRID3
* xyz -1 1
C -0.8131 0.1057 0.1283
C 0.9790 -0.1404 -0.2758
O 1.1507 -0.7853 -1.2785
S 1.9549 0.5763 0.7961
H -0.7902 0.2718 1.1488
H -1.3269 -0.8453 -0.0014
H -1.1544 0.8172 -0.5176
*
```


What is the formula in the first record? C10H30O5


Please write out number 1 again, unchanged.
This record from OMol25 describes 5 unconnected molecules or ions with the total composition C10H30O5 at a distorted geometry. The level of theory is ωB97M-V with the def2-TZVPD basis set.

Summary:
HOMO-LUMO gap: 10.3 eV
energy relative to the best compared isomer or geometry (same formula, charge and spin): 0.944 eV
E_tot: -21092.2483 eV

```
! RIJCOSX wB97M-V def2-TZVPD def2/J DEFGRID3
* xyz 0 1
C -4.3042 -0.7219 0.2906
C -5.2941 -0.9375 1.4360
O -6.1133 0.2192 1.6425
H -3.4557 -0.1270 0.6181
H -4.8202 -0.2956 -0.5688
H -3.9710 -1.7139 -0.0316
H -4.7353 -1.1704 2.3469
H -5.9662 -1.7631 1.2192
H -5.5085 0.9462 1.8249
C -0.8381 -0.4104 -0.7066
C -0.4103 -1.0297 0.6082
O 0.1097 -2.3331 0.3924
H 0.0416 -0.2646 -1.3313
H -1.2594 0.5845 -0.5197
H -1.6574 -0.9613 -1.1638
H -1.2865 -1.1521 1.2650
H 0.2517 -0.3391 1.1418
H 0.7705 -2.4958 1.0841
C -1.1199 0.0958 -4.2246
C -0.4915 1.4745 -4.3924
O 0.7480 1.2832 -5.1274
H -2.0057 0.1989 -3.6008
H -0.4320 -0.6004 -3.7356
H -1.2116 -0.4113 -5.1867
H -0.2599 1.8679 -3.3962
H -1.1022 2.1876 -4.9484
H 1.0105 2.1606 -5.4303
C 2.2040 2.1929 1.0156
C 2.8137 3.4989 0.5298
O 2.8980 4.3855 1.6319
H 2.7680 1.7969 1.8629
H 2.1532 1.4664 0.2078
H 1.2235 2.4168 1.4446
H 2.2184 3.8596 -0.3149
H 3.8203 3.3035 0.1440
H 3.6323 4.9880 1.4945
C 3.9469 -3.0223 1.9503
C 3.2179 -2.0285 2.8158
O 1.8124 -2.3192 2.7596
H 3.7932 -4.0509 2.2952
H 5.0115 -2.8498 1.8450
H 3.4140 -3.0628 0.9925
H 3.4242 -1.0029 2.4937
H 3.5330 -2.0784 3.8640
H 1.4267 -1.7849 3.4622
*
```


Look up the E_tot of the second one. -237939.4599 eV